A structure of composition C51H43AsBr2N2O2PReS. Source: OMol25; level of theory: ωB97M-V/def2-TZVPD.

Geometry as XYZ:
```
104
Properties=species:S:1:pos:R:3:forces:R:3:mulliken_charge:R:1
Re -0.240 -0.706 0.020 0.0 0.2 -0.1 2.6611
S 1.299 -1.658 1.540 -0.2 -0.3 0.1 -0.4815
C 1.840 -3.282 1.078 0.0 0.1 0.0 1.3677
C 2.404 -4.107 2.044 0.0 0.0 0.0 -0.8728
C 2.812 -5.386 1.691 0.0 0.0 0.0 -0.7392
C 2.661 -5.848 0.389 0.0 0.0 0.0 -0.8023
C 2.101 -5.023 -0.575 0.0 0.0 0.0 -0.6420
C 1.699 -3.743 -0.223 0.0 0.0 0.0 -0.4497
As 0.927 -2.451 -1.400 -0.2 0.0 -0.1 0.9532
C 0.129 -3.498 -2.808 0.0 0.0 0.0 -0.0333
C -1.226 -3.803 -2.778 0.0 -0.1 0.0 0.7439
C -1.776 -4.633 -3.744 0.0 0.0 0.0 -0.9647
C -0.971 -5.167 -4.740 0.0 0.0 0.0 -0.8934
C 0.387 -4.879 -4.763 0.0 0.0 0.0 -0.8359
C 0.939 -4.049 -3.799 0.0 0.0 0.0 -0.5233
C 2.478 -1.639 -2.225 0.0 -0.1 0.0 0.4685
C 3.632 -1.482 -1.464 0.0 0.0 0.0 -0.7752
C 4.737 -0.843 -2.009 0.0 0.0 0.0 -0.6836
C 4.691 -0.362 -3.310 0.0 0.0 0.0 -0.7445
C 3.540 -0.520 -4.069 0.0 0.0 0.0 -1.0059
C 2.433 -1.158 -3.529 0.0 0.1 0.0 -0.1509
H 2.508 -3.757 3.063 0.0 0.0 0.0 0.5292
H 3.243 -6.032 2.445 0.0 0.0 0.0 0.4068
H 2.973 -6.850 0.128 0.0 0.0 0.0 0.4282
H 1.971 -5.382 -1.589 0.0 0.0 0.0 0.4704
H -1.864 -3.410 -2.002 0.0 0.0 0.0 -0.0202
H -2.834 -4.861 -3.712 0.0 0.0 0.0 0.5346
H -1.399 -5.813 -5.495 0.0 0.0 0.0 0.4333
H 1.021 -5.303 -5.531 0.0 0.0 0.0 0.4445
H 2.000 -3.834 -3.826 0.0 0.0 0.0 0.5321
H 3.675 -1.860 -0.449 0.0 0.0 0.0 0.4357
H 5.635 -0.726 -1.416 0.0 0.0 0.0 0.4591
H 5.556 0.132 -3.734 0.0 0.0 0.0 0.4102
H 3.505 -0.152 -5.086 0.0 0.0 0.0 0.4598
H 1.541 -1.285 -4.133 0.0 0.0 0.0 0.6132
C -1.251 6.577 0.129 0.0 0.0 0.0 -1.4438
C -0.425 5.323 0.100 0.0 0.0 0.0 0.2985
C 0.962 5.347 0.201 0.0 0.0 0.0 -0.4860
C 1.686 4.168 0.160 0.0 0.0 0.0 -1.0693
C 0.959 3.001 0.014 0.0 0.0 0.1 0.6523
Br 1.923 1.338 0.004 -0.1 -0.1 0.0 -0.0287
N -0.344 2.926 -0.086 0.0 0.0 0.0 0.1702
C -1.023 4.077 -0.038 0.0 0.0 0.0 -0.2110
H -0.680 7.415 0.528 0.0 0.0 0.0 0.3946
H -2.140 6.447 0.746 0.0 0.0 0.0 0.3452
H -1.580 6.848 -0.875 0.0 0.0 0.0 0.3452
H 1.481 6.291 0.323 0.0 0.0 0.0 0.4109
H 2.762 4.153 0.252 0.0 0.0 0.0 0.4749
H -2.104 3.990 -0.096 0.1 0.0 0.0 0.3600
C -3.420 1.951 -1.560 -0.1 0.0 -0.1 -1.6764
C -3.877 1.465 -0.207 0.1 0.1 0.0 0.0295
C -4.626 2.347 0.574 0.0 0.0 0.0 -0.5794
C -5.067 2.018 1.845 0.0 0.0 0.0 -1.0303
C -4.773 0.770 2.373 0.0 0.0 -0.1 -0.8009
C -4.054 -0.131 1.610 -0.1 0.0 0.0 -0.8431
C -3.601 0.200 0.328 -0.1 -0.1 0.0 1.0289
P -2.603 -1.104 -0.468 0.4 -0.3 0.1 1.4149
C -3.521 -2.623 -0.061 0.0 0.0 0.0 0.8065
C -4.898 -2.555 -0.325 0.0 0.0 0.0 -0.8487
C -5.717 -3.652 -0.152 0.0 0.0 0.0 -1.0077
C -5.167 -4.841 0.309 0.0 0.0 0.0 -0.8408
C -3.821 -4.901 0.617 0.0 0.0 0.0 -0.7500
C -2.971 -3.804 0.456 0.0 0.0 0.0 0.8747
C -1.538 -3.966 0.871 0.0 0.0 0.0 -0.6677
C -2.657 -0.929 -2.271 -0.1 0.0 0.0 0.8730
C -3.707 -1.343 -3.087 0.0 0.0 0.0 -0.6956
C -3.614 -1.193 -4.461 0.1 0.0 0.0 -0.8702
C -2.473 -0.627 -5.019 0.0 0.0 0.0 -1.0943
C -1.433 -0.211 -4.204 0.0 0.0 0.0 -0.9693
C -1.509 -0.363 -2.822 0.1 0.0 -0.1 1.7041
C -0.392 0.110 -1.928 -0.2 -0.2 -0.2 -2.8544
H -3.595 3.023 -1.640 0.0 0.0 0.0 0.5655
H -3.964 1.468 -2.374 0.0 0.0 0.0 0.4727
H -2.358 1.777 -1.728 -0.1 0.1 0.1 0.1658
H -4.860 3.323 0.166 0.0 0.0 0.0 0.4998
H -5.637 2.736 2.420 0.0 0.0 0.0 0.4553
H -5.103 0.495 3.366 0.0 0.0 0.0 0.4785
H -3.833 -1.107 2.024 0.0 0.0 0.0 0.4741
H -5.336 -1.617 -0.642 0.0 0.0 0.0 0.5722
H -6.776 -3.575 -0.358 0.0 0.0 0.0 0.4768
H -5.793 -5.712 0.454 0.0 0.0 0.0 0.4244
H -3.405 -5.818 1.017 0.0 0.0 0.0 0.4958
H -1.455 -4.754 1.619 0.0 0.0 0.0 0.7350
H -1.139 -3.061 1.328 0.0 0.0 0.0 -0.2126
H -0.910 -4.263 0.028 0.0 0.0 0.0 0.1240
H -4.590 -1.802 -2.664 0.1 0.0 0.0 0.4434
H -4.425 -1.525 -5.096 0.0 0.0 0.0 0.4782
H -2.396 -0.512 -6.093 0.0 0.0 0.0 0.4189
H -0.545 0.235 -4.640 0.0 0.0 0.0 0.5599
H -0.548 1.167 -1.644 0.0 -0.1 0.1 0.6071
H 0.548 0.117 -2.480 0.0 0.1 0.0 0.2891
Br -1.545 5.074 3.846 0.0 0.0 0.0 -0.1653
C -1.723 3.247 4.293 0.0 0.0 0.0 -0.1526
C -2.174 2.891 5.557 0.0 -0.1 0.0 -0.2329
N -2.331 1.624 5.931 0.0 0.0 -0.1 -0.6287
C -2.044 0.673 5.046 0.0 0.1 0.0 -0.2734
C -1.581 0.946 3.763 0.0 0.0 0.1 -0.3072
C -1.414 2.267 3.374 0.0 0.0 0.0 0.2779
C -1.341 -0.176 2.814 -0.4 0.3 -0.3 0.2901
O -1.633 -1.322 3.058 0.1 -0.4 0.2 -0.6514
O -0.863 0.228 1.655 0.6 0.3 0.2 -0.0122
H -2.417 3.656 6.285 0.0 0.0 0.0 0.3852
H -2.183 -0.356 5.354 0.0 0.0 0.0 0.5178
H -1.066 2.503 2.377 0.0 0.0 0.0 0.2803
```
Forces are in eV/Å.

orbital gap (alpha / beta)	0.23077 / 0.25334	hartree
energy above the lowest of the compared OMol25 structures with the same formula, charge and spin	17.1	kcal/mol
expectation value of S²	1.0848
HOMO level (alpha / beta)	-10.374 / -10.576	eV
charge	+1
multiplicity	2



A structure of composition C51H45N4O6PSn. Source: OMol25; level of theory: ωB97M-V/def2-TZVPD.

Geometry as XYZ:
```
108
Properties=species:S:1:pos:R:3:forces:R:3:mulliken_charge:R:1
Sn -0.240 1.328 0.219 0.1 0.1 0.8 1.4118
O -0.877 2.691 4.841 0.1 0.0 -0.1 -0.7629
C -2.090 2.122 4.941 -0.1 0.0 -0.1 0.5392
C -2.617 1.931 6.220 0.0 0.0 0.0 -0.6240
C -3.855 1.342 6.383 0.0 0.0 0.0 -0.3296
C -4.605 0.946 5.278 0.0 0.0 0.0 -0.8226
C -4.104 1.162 4.011 0.0 0.0 0.0 -0.5483
C -2.849 1.744 3.818 0.1 0.0 0.1 -0.0563
C -2.326 1.953 2.453 0.0 0.4 -0.3 1.2899
O -1.087 2.262 2.288 0.0 -0.5 -0.2 -1.0647
N -3.200 1.903 1.458 -0.3 -0.3 0.5 -1.5174
N -2.596 2.019 0.260 0.6 -0.1 -0.3 1.2592
C -3.253 2.533 -0.705 0.1 0.0 0.1 -1.2434
C -2.627 2.794 -2.003 0.2 0.0 -0.4 1.1438
C -3.375 3.348 -3.039 -0.2 0.0 0.1 -0.9646
C -2.752 3.654 -4.234 0.1 0.0 -0.1 -0.5165
C -1.397 3.393 -4.374 -0.2 0.0 0.0 -1.0704
C -0.729 2.829 -3.298 0.1 0.0 0.0 -0.2648
N -1.319 2.541 -2.144 -0.1 -0.2 0.1 0.7008
H -0.633 2.658 3.887 0.0 0.0 0.1 0.3728
H -2.023 2.249 7.067 0.0 0.0 0.0 0.4815
H -4.245 1.192 7.383 0.0 0.0 0.0 0.3830
H -5.567 0.469 5.416 0.0 0.0 0.0 0.3994
H -4.673 0.884 3.134 0.0 0.0 0.0 0.4559
H -4.278 2.859 -0.545 0.0 0.0 0.0 0.2824
H -4.433 3.532 -2.897 0.0 0.0 0.0 0.4825
H -3.313 4.093 -5.050 0.0 0.0 0.0 0.4182
H -0.869 3.627 -5.289 0.0 0.0 0.0 0.5113
H 0.330 2.592 -3.354 -0.2 0.0 0.0 0.3128
O 1.751 0.382 1.841 0.0 -0.1 0.1 -0.4222
C 1.506 -0.878 2.486 -0.2 0.1 0.0 3.5580
C 0.082 -1.357 2.059 0.1 -0.1 0.0 -1.1168
O -0.244 -2.471 2.430 -0.1 0.3 0.0 -0.6330
O -0.633 -0.558 1.343 -0.1 0.4 -0.2 -0.3675
C 2.521 -1.910 2.005 0.1 0.0 0.0 -0.8749
C 3.199 -1.721 0.804 0.1 0.1 0.1 -0.8966
C 4.094 -2.676 0.337 0.0 0.0 0.0 -0.4565
C 4.324 -3.831 1.069 0.0 0.0 0.1 -0.6283
C 3.643 -4.029 2.265 0.0 0.0 0.1 -0.8404
C 2.748 -3.077 2.731 0.0 0.0 -0.1 -0.1062
C 1.575 -0.687 3.998 0.1 0.0 0.0 -0.1053
C 0.478 -0.833 4.835 -0.1 0.0 -0.1 -0.4562
C 0.604 -0.607 6.200 0.0 0.0 0.0 -0.7905
C 1.819 -0.221 6.741 0.0 0.0 0.0 -0.5165
C 2.924 -0.075 5.911 0.0 0.0 0.0 -0.9980
C 2.801 -0.315 4.552 0.0 0.0 0.0 -0.2790
H 2.480 0.810 2.306 0.0 0.1 0.0 0.4334
H 3.016 -0.818 0.229 0.0 0.0 0.0 0.7188
H 4.608 -2.519 -0.605 0.0 0.0 0.1 0.4523
H 5.035 -4.570 0.720 0.0 0.0 0.0 0.3921
H 3.807 -4.933 2.841 0.0 0.1 0.0 0.3904
H 2.209 -3.239 3.656 0.0 0.0 0.0 0.4922
H -0.480 -1.132 4.424 0.1 0.0 0.1 0.5427
H -0.261 -0.730 6.839 0.0 0.0 0.0 0.4675
H 1.909 -0.029 7.803 0.0 0.0 0.0 0.4036
H 3.885 0.203 6.325 0.0 0.0 0.0 0.4087
H 3.683 -0.238 3.919 0.0 0.0 0.0 0.3836
C 2.279 4.166 -1.101 0.0 -0.1 -0.1 -1.2250
C 2.998 3.490 -2.269 0.0 0.1 0.2 0.5453
C 4.429 4.045 -2.339 -0.1 0.0 0.0 -1.6762
C 3.060 1.963 -2.154 0.1 -0.1 0.0 0.2797
C 4.043 1.359 -3.167 -0.1 0.0 0.0 -0.7419
O 3.391 0.169 -3.615 0.1 -0.2 0.1 -0.4167
C 2.094 0.258 -3.197 0.1 0.1 0.1 0.4990
N 1.806 1.223 -2.423 -0.1 0.0 0.0 0.1598
C 1.256 -0.826 -3.775 -0.1 -0.2 -0.1 0.2445
C 1.741 -1.324 -4.996 0.0 0.1 0.0 -1.1767
C 1.135 -2.369 -5.660 0.0 0.0 0.0 -0.7536
C 0.047 -2.997 -5.080 -0.1 0.0 0.0 -0.8919
C -0.437 -2.527 -3.875 0.0 0.1 0.0 -0.6720
C 0.112 -1.423 -3.211 0.0 0.1 -0.1 0.4322
P -0.789 -0.971 -1.645 0.0 -0.3 -0.5 1.7707
C -2.511 -0.774 -2.245 0.0 0.1 0.1 0.5336
C -3.488 -0.768 -1.245 0.0 0.0 0.0 -0.8680
C -4.832 -0.665 -1.568 0.0 0.0 0.0 -0.6674
C -5.216 -0.547 -2.898 0.0 0.0 0.0 -0.7903
C -4.251 -0.509 -3.893 -0.1 0.1 -0.1 -0.7146
C -2.904 -0.614 -3.572 0.0 0.0 0.1 -0.6877
C -0.841 -2.662 -0.930 0.1 0.0 0.2 1.0547
C -1.941 -3.516 -0.922 0.1 0.1 0.0 -0.1025
C -1.823 -4.792 -0.387 0.0 0.0 0.0 -0.8518
C -0.621 -5.224 0.155 0.0 0.1 0.0 -0.8403
C 0.478 -4.377 0.150 0.1 -0.1 0.0 -0.2059
C 0.363 -3.110 -0.393 0.0 0.1 -0.2 -0.9726
H 2.409 5.249 -1.165 0.0 0.0 0.0 0.4423
H 2.700 3.841 -0.145 0.0 0.0 0.0 0.3419
H 1.211 3.964 -1.094 -0.1 -0.1 0.0 0.0091
H 2.469 3.735 -3.197 0.1 0.0 0.0 0.2571
H 5.018 3.683 -1.489 0.0 0.0 0.0 0.3657
H 4.408 5.133 -2.287 0.0 0.0 0.0 0.4645
H 4.952 3.771 -3.257 0.0 0.0 0.1 0.3911
H 3.361 1.710 -1.128 0.0 0.1 0.0 0.1711
H 5.012 1.102 -2.746 0.0 -0.1 0.0 0.2851
H 4.186 2.005 -4.036 0.0 0.0 0.0 0.3587
H 2.615 -0.866 -5.432 0.0 0.0 0.0 0.5074
H 1.519 -2.700 -6.617 0.0 0.0 0.0 0.4017
H -0.424 -3.849 -5.555 0.0 0.0 0.0 0.4574
H -1.274 -3.035 -3.417 0.0 0.0 -0.1 0.4230
H -3.186 -0.862 -0.205 0.0 0.0 0.0 0.5704
H -5.580 -0.678 -0.786 0.0 0.0 0.0 0.4921
H -6.267 -0.492 -3.156 0.0 0.0 0.0 0.3919
H -4.549 -0.405 -4.931 0.0 0.0 0.0 0.4275
H -2.163 -0.576 -4.360 0.0 0.0 0.0 0.5112
H -2.892 -3.197 -1.327 0.0 0.0 0.0 0.4046
H -2.683 -5.453 -0.393 0.0 0.0 0.0 0.4170
H -0.543 -6.213 0.589 0.0 0.0 0.0 0.4071
H 1.419 -4.688 0.588 -0.1 0.0 0.0 0.2837
H 1.224 -2.449 -0.392 -0.1 -0.1 0.0 0.1400
```
Forces are in eV/Å.

orbital gap	0.27013	hartree
energy above the lowest of the compared OMol25 structures with the same formula, charge and spin	0.2	kcal/mol
HOMO level	-7.657	eV
multiplicity	1